No. 1
Entry from OMol25: a 12-piece molecular cluster, H24O12 overall (ωB97M-V with the def2-TZVPD basis set).

Each line ends with the Löwdin charge.
Element x y z (Å)
H: 1.37330 -0.95181 -0.92332  0.0612
H: 1.08093 0.07215 -2.00779  0.0585
H: 0.73815 -2.20795 3.58406  0.0232
H: 1.09021 -1.96927 2.12491  -0.0215
H: 2.11768 0.96076 0.89689  -0.0104
H: 1.71824 1.65737 2.18732  0.0480
H: -0.63158 -2.06171 2.26427  -0.0157
H: -1.21711 -0.84566 2.96315  0.0473
H: 3.42813 -0.91139 -0.28175  0.0510
H: 3.63393 0.58082 -0.48423  0.0461
H: -2.58007 -0.46687 1.35152  0.0338
H: -2.94261 0.70256 0.45093  0.0653
H: -2.08144 -3.09824 0.27239  0.0728
H: -3.57593 -2.92147 0.05962  0.0750
H: -1.52642 1.86902 -1.37543  0.0335
H: -0.38906 0.93161 -1.74654  -0.0091
H: 0.36915 4.29362 0.79220  0.0394
H: 0.11909 3.33507 -0.36048  0.0153
H: 1.10950 2.04908 -3.75968  0.0323
H: 0.15698 2.91183 -4.57110  0.0411
H: 0.31631 -0.18232 0.85106  0.0609
H: -0.64590 -1.22554 0.30709  0.0242
H: -1.28820 -1.81376 -1.40038  0.0505
H: -2.78413 -1.65901 -1.18067  0.0487
O: 1.48999 -0.01990 -1.13993  -0.0755
O: 1.46649 -2.27830 2.95672  -0.0686
O: 2.14171 1.81814 1.33655  -0.0534
O: -1.30553 -1.80356 2.90313  -0.0784
O: 3.48709 -0.23882 -0.96963  -0.0721
O: -2.23010 0.08176 0.64051  -0.0849
O: -2.80293 -2.47810 0.42689  -0.0555
O: -0.95006 1.62656 -2.10892  -0.0600
O: 0.78470 3.58284 0.29110  -0.0612
O: 0.27750 2.01290 -4.24492  -0.0664
O: -0.09884 -1.02302 1.07437  -0.0931
O: -1.95865 -1.16161 -1.16761  -0.1023

Calculated values
HOMO energy: -0.3510 Eh
ΔE to the lowest compared entry with this formula, charge and spin: 7.001 eV
M: 216.18 g mol⁻¹
Structure (SMILES): O.O.O.O.O.O.O.O.O.O.O.O
Gap between HOMO and LUMO: 9.2 eV
Spin multiplicity: 1
Strongest force on any atom: 4.9 eV/Å

No. 2
Entry from OMol25: a 12-piece molecular cluster, H24O12 overall (ωB97M-V with the def2-TZVPD basis set).

Each line ends with the Löwdin charge.
Element x y z (Å)
O: 19.11751 13.99052 -15.19430  -0.0666
H: 19.30760 13.06967 -14.99831  0.0322
H: 18.29988 13.96244 -15.70800  -0.0183
O: 17.94403 19.31345 -14.53666  -0.0567
H: 18.42122 19.50870 -13.72581  0.0612
H: 17.35658 18.57760 -14.30010  -0.0024
O: 14.43866 18.22996 -15.49321  -0.0433
H: 15.32359 17.86234 -15.40978  -0.0167
H: 14.46871 19.06415 -15.01630  0.0447
O: 18.15030 17.85440 -19.36534  -0.0481
H: 17.89874 17.75307 -18.43876  -0.0182
H: 18.75633 17.12394 -19.52194  0.0441
O: 16.92200 15.34311 -18.87123  -0.0431
H: 17.06664 16.11772 -18.31147  0.0079
H: 16.48352 15.68825 -19.65403  0.0724
O: 20.80911 17.88716 -15.51342  -0.0485
H: 20.97818 17.10675 -16.05016  0.0393
H: 21.66956 18.13902 -15.16812  0.0371
O: 17.59906 17.09199 -16.42900  -0.0428
H: 18.23550 17.63132 -15.93548  0.0274
H: 17.36460 16.38104 -15.81874  0.0314
O: 15.62129 19.66122 -18.41862  -0.0495
H: 15.90210 20.49260 -18.02456  0.0324
H: 16.20548 19.01046 -18.02343  -0.0064
O: 18.70631 20.95388 -16.87155  -0.0616
H: 18.58531 20.16126 -16.33440  -0.0130
H: 18.72439 21.66846 -16.22994  0.0296
O: 15.05878 14.92692 -15.05928  -0.0577
H: 14.27392 15.12516 -15.57833  0.0484
H: 15.57150 14.30049 -15.59094  -0.0061
O: 16.75288 13.50020 -16.84524  -0.0605
H: 16.68956 14.13238 -17.58695  0.0157
H: 16.39691 12.67338 -17.18095  0.0720
O: 16.61988 16.90191 -13.66626  -0.0533
H: 15.66436 16.77977 -13.60947  0.0454
H: 16.98723 16.16790 -13.16416  0.0715

Calculated values
HOMO energy: -0.3873 Eh
ΔE to the lowest compared entry with this formula, charge and spin: 1.183 eV
M: 216.18 g mol⁻¹
Structure (SMILES): O.O.O.O.O.O.O.O.O.O.O.O
Gap between HOMO and LUMO: 10.7 eV
Spin multiplicity: 1
Strongest force on any atom: 0.4 eV/Å

- Number 2 is which compound?
  H24O12

- Which of these has the lowest ΔE to the lowest compared entry with this formula, charge and spin?
  number 2